# C36H47AsGeO6PdSSb

A structure of composition C36H47AsGeO6PdSSb (ωB97M-V with the def2-TZVPD basis set, the OMol25 dataset).

Element x y z (Å)
C  0.586  -3.656  -2.380
H  -4.826  1.770  1.705
H  3.362  3.028  -6.129
H  6.395  0.373  -1.671
H  5.070  2.052  -2.928
C  1.220  -4.682  -1.731
H  -1.615  2.703  0.105
C  1.300  0.515  -4.030
H  0.014  -2.309  1.121
H  -0.434  -3.211  3.810
H  -3.073  0.983  4.931
H  0.678  -1.883  3.468
O  1.125  2.837  1.572
C  -3.518  -0.085  -4.509
C  -0.985  1.450  4.447
H  -0.402  -3.808  -2.798
H  -3.057  -1.385  4.024
H  -3.497  -1.667  2.334
C  3.136  -3.291  -1.292
H  -3.858  0.889  -0.416
H  -4.395  -2.324  -2.126
H  1.190  1.644  4.463
H  -1.623  -1.958  0.528
C  -2.405  2.725  0.856
H  -3.829  2.121  3.109
O  2.260  0.596  2.514
H  5.480  -0.597  0.425
H  -2.189  3.202  3.923
H  -4.252  0.448  2.719
Pd  1.105  -0.959  -0.727
H  4.113  -3.136  -0.855
H  -3.953  0.524  -5.292
H  0.734  -5.645  -1.641
H  3.948  0.625  -6.152
C  -2.757  1.330  1.373
As  1.114  2.061  0.003
H  2.639  -0.977  -4.818
C  3.658  0.494  0.318
Ge  0.321  -0.733  -2.925
H  0.416  1.647  6.053
H  -3.295  3.147  0.376
H  1.464  3.823  -4.753
C  -3.765  -1.685  -2.732
C  -1.048  -2.354  1.365
C  -3.062  0.428  0.180
C  1.225  -2.400  -2.546
H  -2.868  -2.987  3.314
C  -2.072  0.869  5.346
C  2.510  -2.227  -1.981
H  -1.525  0.606  -4.887
H  -1.037  3.442  5.234
C  1.716  2.770  -4.778
O  2.209  -1.457  1.211
S  3.056  -0.378  1.766
H  2.847  2.743  -2.079
C  0.392  1.198  5.054
H  -2.191  0.314  -0.466
C  -3.974  1.412  2.294
C  -2.150  -0.038  -4.279
H  -1.971  -2.225  -1.697
C  -0.352  -2.121  3.736
H  0.182  2.245  -3.386
O  4.213  -0.876  2.458
H  2.973  -5.308  -0.637
H  -1.313  -3.411  1.486
C  4.911  0.123  -0.147
C  3.436  2.008  -1.546
H  -1.904  -0.185  5.567
C  2.498  -4.495  -1.169
C  4.682  1.617  -2.017
C  -1.577  -0.814  -3.272
C  -4.325  -0.908  -3.738
C  -2.776  -1.913  3.114
H  -2.050  1.406  6.302
H  0.621  0.138  5.159
C  2.911  1.447  -0.386
C  2.784  2.324  -5.542
C  3.115  0.975  -5.555
O  0.132  0.659  0.218
C  -1.339  -1.631  2.678
H  -5.392  -0.942  -3.918
C  0.975  1.871  -4.022
C  5.418  0.676  -1.316
C  2.375  0.075  -4.803
C  -1.184  2.952  4.264
H  -0.565  -1.712  4.724
C  -2.400  -1.633  -2.499
H  -0.464  3.376  3.563
H  -3.414  -0.561  0.480
H  -2.103  3.408  1.650
Sb  -1.004  0.527  2.415
O  0.568  3.084  -1.132
H  3.099  -1.341  -2.211
H  1.613  2.221  2.158

Calculated values
Spin multiplicity ... 2
E_tot ... -188586.24677 eV
HOMO (alpha / beta) ... -7.3773 / -8.4769 eV
Maximum force ... 0.16 eV/Å
⟨S²⟩ ... 0.754
Gap between HOMO and LUMO (alpha / beta) ... 0.2607 / 0.2679 Ha

Which charges does Mulliken predict for the atoms? In e, they are: number 1, C, carries -0.31; number 2, H, carries 0.53; number 3, H, carries 0.39; number 4, H, carries 0.42; number 5, H, carries 0.45; number 6, C, carries -0.76; number 7, H, carries 0.24; number 8, C, carries 0.27; number 9, H, carries 0.08; number 10, H, carries 0.55; number 11, H, carries 0.24; number 12, H, carries 0.15; number 13, O, carries -0.56; number 14, C, carries -0.65; number 15, C, carries 1.86; number 16, H, carries 0.46; number 17, H, carries 0.24; number 18, H, carries 0.29; number 19, C, carries -0.67; number 20, H, carries 0.64; number 21, H, carries 0.44; number 22, H, carries 0.26; number 23, H, carries -0.02; number 24, C, carries -1.63; number 25, H, carries 0.29; number 26, O, carries -0.72; number 27, H, carries 0.58; number 28, H, carries 0.30; number 29, H, carries 0.28; number 30, Pd, carries 0.27; number 31, H, carries 0.44; number 32, H, carries 0.43; number 33, H, carries 0.42; number 34, H, carries 0.43; number 35, C, carries 2.28; number 36, As, carries 0.59; number 37, H, carries 0.41; number 38, C, carries 0.00; number 39, Ge, carries 0.72; number 40, H, carries 0.54; number 41, H, carries 0.53; number 42, H, carries 0.44; number 43, C, carries -0.61; number 44, C, carries -1.92; number 45, C, carries -2.11; number 46, C, carries 0.20; number 47, H, carries 0.58; number 48, C, carries -1.65; number 49, C, carries -0.58; number 50, H, carries 0.35; number 51, H, carries 0.54; number 52, C, carries -0.73; number 53, O, carries -0.83; number 54, S, carries 1.43; number 55, H, carries 0.70; number 56, C, carries -1.55; number 57, H, carries 0.07; number 58, C, carries -1.70; number 59, C, carries -0.67; number 60, H, carries -0.05; number 61, C, carries -1.75; number 62, H, carries 0.33; number 63, O, carries -0.85; number 64, H, carries 0.41; number 65, H, carries 0.62; number 66, C, carries -0.66; number 67, C, carries -1.22; number 68, H, carries 0.28; number 69, C, carries -0.55; number 70, C, carries -0.57; number 71, C, carries 0.68; number 72, C, carries -0.60; number 73, C, carries -1.77; number 74, H, carries 0.58; number 75, H, carries 0.30; number 76, C, carries 0.11; number 77, C, carries -0.51; number 78, C, carries -0.70; number 79, O, carries 1.67; number 80, C, carries 2.45; number 81, H, carries 0.38; number 82, C, carries 0.00; number 83, C, carries -0.80; number 84, C, carries -0.21; number 85, C, carries -1.83; number 86, H, carries 0.34; number 87, C, carries 0.16; number 88, H, carries 0.32; number 89, H, carries 0.09; number 90, H, carries 0.25; number 91, Sb, carries 0.26; number 92, O, carries -0.72; number 93, H, carries 0.39; number 94, H, carries 0.51